# 1
A cluster of 5 separate species, C41H90O2S in total in a non-equilibrium geometry, computed with ωB97M-V/def2-TZVPD.

As for the charge: 0. The HOMO energy is -0.3329 hartree. The orbital gap comes out at 9.574 eV. Its multiplicity is 1. As for the structure (SMILES): CCCCCCCCCCCC[C@H](CCCS)OC=O.CCCCCC.CCCCCC.CCCCCC.CCCCCC. Its LUMO energy is 0.51 eV.

Last column: Löwdin charge in e.
Element x y z (Å)
S (-3.5620, 2.4838, 5.6183)  0.722
O (-2.0003, -1.8148, 2.3177)  0.127
O (-1.7244, 0.2398, 3.0176)  -0.023
C (-0.4545, -5.4066, -1.5937)  -0.228
C (-2.4436, -0.7435, 2.4608)  -0.380
C (-0.0329, 1.4288, 1.7389)  -0.126
C (-0.2878, 2.1614, 7.4583)  -0.121
C (2.7738, 0.7584, 4.0172)  -0.191
C (0.6125, -8.3501, -1.5009)  -0.113
C (-3.9754, 3.0668, -8.8697)  -0.229
C (-3.6058, 2.5638, 2.7991)  -0.246
C (-2.5593, 2.3988, -11.5834)  -0.112
C (0.1214, -0.1091, 6.4993)  -0.219
C (-3.4146, 0.6026, -4.6094)  -0.114
C (-0.7812, -4.4420, -3.9344)  -0.110
C (-3.2780, 1.7516, -9.2207)  -0.230
C (2.7128, -1.5044, 5.1818)  -0.189
C (-2.0725, 2.6424, 2.7192)  -0.150
C (1.0017, -5.8409, -1.7653)  -0.229
C (-4.7501, -0.6846, -2.0844)  -0.225
C (0.2120, -2.4004, 5.2699)  -0.200
C (-4.2412, 3.1433, 4.0598)  -0.535
C (6.7660, 1.5084, 2.3713)  -0.230
C (7.8576, 1.6257, 1.3092)  -0.269
C (-1.2923, -5.4105, -2.8715)  -0.270
C (-2.4072, 3.7492, -6.9777)  -0.114
C (-0.6643, 0.6821, 7.5666)  -0.249
C (1.6771, -2.5514, 5.6787)  -0.193
C (-3.3086, -0.8674, -4.2147)  -0.269
C (0.8924, 2.0591, 2.7978)  -0.171
C (-0.6087, -1.3782, 6.0787)  -0.189
C (7.9984, 3.1563, 4.7362)  -0.110
C (7.3977, 2.3422, 0.0430)  -0.112
C (2.3036, 1.4542, 2.7084)  -0.188
C (-3.2058, -2.1828, -0.7086)  -0.095
C (-4.5161, -1.3753, -3.4287)  -0.225
C (-1.5015, 1.3603, 2.1127)  -0.314
C (2.4308, -0.7440, 3.8680)  -0.185
C (-3.5727, -0.7574, -1.1142)  -0.266
C (1.1949, -7.2337, -2.3626)  -0.272
C (6.2420, 2.8394, 2.9116)  -0.235
C (-2.1265, 1.8758, -10.2170)  -0.271
C (7.3009, 3.7571, 3.5194)  -0.268
C (-3.0629, 4.1492, -8.2955)  -0.269
H (7.1434, 0.9019, 3.1998)  0.103
H (1.0570, -8.3439, -0.5035)  0.075
H (-1.7264, 0.5537, 7.3704)  0.087
H (-2.5483, 0.9013, -5.2021)  0.062
H (8.7347, 2.1332, 1.7199)  0.098
H (1.0864, -0.3311, 6.9353)  0.097
H (-3.3210, 1.7523, -12.0242)  0.074
H (0.9637, 3.1139, 2.5455)  0.109
H (8.1864, 0.6181, 1.0409)  0.104
H (-1.3401, 2.5178, -9.8108)  0.098
H (0.0676, -2.2330, 4.2096)  0.083
H (2.2670, -7.4100, -2.4853)  0.103
H (-5.6287, -1.1353, -1.6117)  0.111
H (-3.2130, -1.4674, -5.1238)  0.105
H (-5.4155, -1.2532, -4.0408)  0.110
H (6.8169, 4.6903, 3.8198)  0.104
H (5.9218, 0.9497, 1.9525)  0.104
H (-0.8046, 2.7526, 8.2064)  0.068
H (7.1116, 3.3756, 0.2449)  0.065
H (-2.6958, -0.2618, -1.5423)  0.101
H (8.7147, 3.8649, 5.1549)  0.068
H (-3.9893, 3.1134, 1.9429)  0.114
H (0.4588, 2.0171, 3.7904)  0.092
H (2.0183, -3.5443, 5.4034)  0.098
H (2.9172, -0.8001, 5.9784)  0.086
H (-2.3895, -2.1709, 0.0095)  0.048
H (-1.3461, -6.4190, -3.2909)  0.099
H (0.8129, -9.3240, -1.9503)  0.068
H (0.7812, 2.2455, 7.6548)  0.073
H (0.2984, 0.4023, 1.6163)  0.112
H (-4.0552, -2.6879, -0.2435)  0.087
H (-3.1627, 3.5066, -6.2272)  0.068
H (-5.0073, 0.3658, -2.2515)  0.101
H (-1.6764, 0.8880, -10.3474)  0.104
H (-2.9645, 3.4098, -11.5193)  0.065
H (-4.4062, -2.4522, -3.2711)  0.099
H (2.2963, 1.1733, 4.8931)  0.090
H (1.5285, -5.1132, -2.3896)  0.101
H (-0.7549, -3.4198, -3.5487)  0.066
H (3.1089, -1.1183, 3.1081)  0.109
H (-4.1417, 4.2242, 4.0453)  0.068
H (6.5421, 1.8314, -0.4041)  0.074
H (-1.7992, 4.5680, -6.5895)  0.069
H (-0.4604, 2.5484, 6.4609)  0.044
H (3.0066, 2.2519, 2.4712)  0.093
H (-2.8825, -2.7688, -1.5713)  0.055
H (-2.9042, 1.2817, -8.3060)  0.095
H (1.6914, -2.5409, 6.7679)  0.105
H (-1.4380, -1.0620, 5.4484)  0.094
H (-1.5928, 2.7645, 3.6835)  0.084
H (1.4902, -5.8035, -0.7864)  0.110
H (-3.6588, 5.0511, -8.1314)  0.104
H (8.0459, 4.0284, 2.7663)  0.098
H (-2.3888, -1.0290, -3.6453)  0.093
H (5.7305, 3.3823, 2.1107)  0.100
H (-1.0556, -1.8206, 6.9669)  0.112
H (-2.3182, -5.1331, -2.6123)  0.095
H (-3.8344, -0.1902, -0.2143)  0.083
H (-0.9406, -6.0484, -0.8535)  0.103
H (-4.3092, 0.7811, -5.2104)  0.076
H (-0.3795, 0.3273, 8.5504)  0.107
H (7.2754, 2.9106, 5.5169)  0.075
H (3.6528, -2.0311, 5.0409)  0.100
H (-0.2604, -3.3647, 5.4490)  0.105
H (-4.4773, 3.4629, -9.7572)  0.101
H (-3.9676, 1.5524, 2.6728)  0.089
H (0.7616, -7.2806, -3.3656)  0.097
H (-1.4355, -4.4526, -4.8079)  0.069
H (0.2595, 0.5366, 5.6392)  0.085
H (0.0214, 1.9592, 0.7940)  0.125
H (-4.0252, 1.0621, -9.6266)  0.109
H (-0.4691, -8.2550, -1.3935)  0.065
H (-1.7543, 2.8832, -7.0987)  0.063
H (2.3583, 0.7384, 1.8956)  0.100
H (-1.7992, 3.4632, 2.0634)  0.128
H (-0.4658, -4.3980, -1.1677)  0.105
H (8.5469, 2.2483, 4.4805)  0.065
H (-2.1000, 1.1746, 1.2176)  0.137
H (-5.2950, 2.8947, 4.0709)  0.059
H (-3.4537, 1.2538, -3.7342)  0.067
H (-4.7703, 2.8538, -8.1474)  0.108
H (5.4737, 2.6265, 3.6624)  0.095
H (8.1991, 2.3627, -0.6971)  0.068
H (-2.2916, 4.4218, -9.0211)  0.098
H (-2.5693, 1.6968, 5.1723)  -0.164
H (-1.7098, 2.4291, -12.2675)  0.068
H (0.2220, -4.7056, -4.2731)  0.065
H (1.3992, -0.7699, 3.5301)  0.093
H (3.8519, 0.8528, 4.1398)  0.094
H (-3.4725, -0.5352, 2.1448)  0.142

***

# 2
A structure of composition C30H44BrClN2P2V in a non-equilibrium geometry, computed with ωB97M-V/def2-TZVPD.

As for the charge: +2. The energy above the lowest of the compared OMol25 structures with the same formula, charge and spin comes out at 1.406 eV. The HOMO energy (spin up / spin down) is -0.4825 / -0.4497 hartree. The orbital gap (spin up / spin down) comes out at 7.232 / 3.341 eV. Its multiplicity is 4. Its LUMO energy (spin up / spin down) is -5.90 / -8.90 eV.

Last column: Mulliken spin population.
Element x y z (Å)
Br (-1.8175, -5.6593, 2.3255)  -0.002
V (-0.0020, 0.7151, 0.6027)  2.121
Cl (-4.7117, -0.2465, 1.0837)  0.001
P (1.2549, 1.6180, -1.2225)  0.060
P (-1.0651, -2.5789, -2.5384)  0.665
N (-1.5121, 2.0595, 0.7589)  0.011
N (2.8466, 2.6128, 5.7043)  -0.021
C (-2.9222, -0.7271, -3.2290)  0.039
C (0.4946, 0.9954, 2.5975)  -0.097
C (-1.4285, -2.9199, 2.9664)  0.006
C (1.3890, 3.5759, 0.6413)  0.043
C (-3.7574, 1.1776, 0.8999)  0.036
C (0.0596, -3.8392, 1.2501)  0.022
C (-1.8336, -0.9897, -2.1733)  0.054
C (0.7252, 2.3956, 4.6235)  -0.028
C (1.3452, 1.7833, 3.5089)  0.093
C (2.7539, 1.7092, 3.4642)  -0.016
C (2.2100, 2.9847, -0.5044)  -0.010
C (0.2231, -1.4898, 1.8987)  0.081
C (-2.0554, 3.2844, 0.5092)  0.010
C (3.7883, 0.3631, -1.3976)  0.000
C (-1.7436, -5.2568, -1.9636)  0.020
C (-1.8697, -3.8175, -1.4532)  0.068
C (2.4076, 0.4431, -2.0310)  -0.095
C (1.5271, 2.7494, 5.7224)  0.007
C (-2.3726, 1.0365, 1.0769)  0.069
C (-4.3062, 2.3716, 0.4298)  -0.004
C (-0.8448, -1.6612, 2.8066)  -0.025
C (0.6537, 3.4717, -3.3969)  0.000
C (-3.4328, 3.4576, 0.2655)  0.007
C (1.3796, -3.7343, -3.2665)  0.047
C (3.4538, 2.1414, 4.6147)  0.011
C (-1.0323, -3.9843, 2.1438)  -0.019
C (0.7085, -2.8540, -2.1928)  0.211
C (0.6500, -2.5864, 1.1063)  -0.049
C (0.1132, 2.3571, -2.5005)  0.030
C (1.0401, -0.2430, 2.0216)  -0.129
H (0.6439, 4.3238, 0.3097)  0.008
H (1.6402, 3.2337, -3.8246)  0.000
H (2.0311, 4.0368, 1.4057)  0.000
H (-1.0535, -0.2138, -2.1966)  0.017
H (-3.8624, -1.2197, -2.9680)  0.001
H (1.2313, -3.3175, -4.2752)  -0.005
H (2.4383, 0.6363, -3.1174)  -0.001
H (-1.4017, 4.1713, 0.5317)  -0.004
H (-0.7581, 2.7312, -1.9318)  -0.001
H (0.7275, 4.4218, -2.8541)  0.001
H (-2.9314, -3.5421, -1.3581)  -0.010
H (1.0480, 3.1093, 6.6368)  0.000
H (1.4991, -2.4396, 0.4271)  -0.023
H (-2.1087, -3.1241, 3.7923)  0.000
H (-0.3582, 2.5354, 4.6470)  -0.001
H (0.9904, -4.7643, -3.2615)  -0.001
H (4.5407, 2.0440, 4.6421)  0.000
H (-2.1839, -5.9428, -1.2250)  0.001
H (-2.6226, -1.1095, -4.2123)  -0.009
H (3.1713, 2.5829, -0.1625)  0.002
H (2.4621, -3.7818, -3.0851)  -0.001
H (2.4211, 3.7095, -1.2869)  -0.004
H (-0.2375, 1.4949, -3.1006)  0.004
H (-1.9593, 0.0908, 1.4498)  -0.066
H (3.7150, 0.0479, -0.3478)  -0.003
H (-1.1047, -0.8247, 3.4655)  0.003
H (0.4517, -4.7046, 0.6921)  0.000
H (-2.2525, -1.0350, -1.1577)  0.022
H (0.7949, -3.3070, -1.1959)  0.008
H (-3.8017, 4.4181, -0.0673)  0.001
H (-2.2924, -5.3746, -2.9081)  -0.009
H (2.1439, -0.3279, 2.0869)  -0.056
H (-1.4220, -3.7347, -0.4566)  0.027
H (-0.0506, 3.6046, -4.2342)  0.000
H (0.8145, 2.7709, 1.1851)  -0.048
H (4.3271, 1.3149, -1.4489)  0.000
H (4.3787, -0.3928, -1.9300)  0.000
H (-3.1260, 0.3435, -3.3399)  0.002
H (-0.7022, -5.5624, -2.1350)  -0.001
H (3.2873, 1.2894, 2.6092)  -0.004
H (1.1889, -1.8625, -2.1751)  -0.052
H (-5.3653, 2.4113, 0.1780)  0.000
H (1.8871, -0.5154, -1.8708)  -0.004
H (-0.5559, 1.0596, 2.9153)  -0.012

***

# 3
A cluster of 2 separate species, C3H6NOP in total in a non-equilibrium geometry, computed with ωB97M-V/def2-TZVPD.

As for the charge: 0. The energy above the lowest of the compared OMol25 structures with the same formula, charge and spin comes out at 3.122 eV. The HOMO energy (spin up / spin down) is -0.3120 / -0.3503 hartree. The orbital gap (spin up / spin down) comes out at 7.432 / 7.733 eV. Its multiplicity is 3. Its LUMO energy (spin up / spin down) is -1.06 / -1.80 eV.

Last column: Mulliken spin population.
Element x y z (Å)
P (-2.2769, 0.5231, 0.0296)  0.159
O (-0.6375, -1.8535, -0.4836)  0.135
N (0.8929, 1.8915, -0.5172)  1.458
C (-0.5772, 0.3082, 0.1588)  0.260
C (0.0953, -0.9232, -0.1663)  -0.023
C (1.5847, -0.9494, -0.1172)  -0.005
H (0.2870, 2.7057, -0.3958)  -0.036
H (-2.4662, 1.6066, 0.8814)  0.035
H (1.9084, -1.0309, 0.9203)  0.008
H (1.9557, 0.0006, -0.4956)  0.003
H (-2.7346, -0.4882, 0.8719)  0.005
H (1.9684, -1.7905, -0.6863)  0.001

***

# 4
A cluster of 2 separate species, C3H11NO in total in a non-equilibrium geometry, computed with ωB97M-V/def2-TZVPD.

As for the charge: 0. The energy above the lowest of the compared OMol25 structures with the same formula, charge and spin comes out at 1.691 eV. The HOMO energy is -0.2921 hartree. The orbital gap comes out at 8.695 eV. Its multiplicity is 1. As for the structure (SMILES): CC(C)N.O. Its LUMO energy is 0.75 eV.

Last column: natural (NBO) charge in e.
Element x y z (Å)
O (2.8944, -1.6150, 0.2626)  -0.924
N (0.1229, -0.7568, -0.4507)  -0.962
C (-0.6735, 0.4556, -0.5247)  -0.012
C (-2.0547, 0.1620, 0.1598)  -0.615
C (0.0877, 1.6620, 0.0792)  -0.617
H (-2.5963, -0.4244, -0.5125)  0.203
H (-2.6401, 1.0161, 0.2964)  0.204
H (1.1633, 1.6812, -0.2734)  0.219
H (-0.4846, 2.5816, -0.1617)  0.204
H (-1.8231, -0.4479, 1.1252)  0.213
H (-0.1120, 1.5184, 1.1026)  0.205
H (1.1326, -1.1880, -0.4382)  0.439
H (-0.7990, 0.6059, -1.6218)  0.158
H (3.5644, -1.3257, 0.8888)  0.473
H (2.6284, -2.3374, 0.8247)  0.466
H (-0.4106, -1.5875, -0.7565)  0.346

***

# 5
A structure of composition C14H14NO5Pb in a non-equilibrium geometry, computed with ωB97M-V/def2-TZVPD.

As for the charge: +3. The energy above the lowest of the compared OMol25 structures with the same formula, charge and spin comes out at 0.217 eV. The HOMO energy is -0.7279 hartree. The orbital gap comes out at 7.159 eV. Its multiplicity is 1. Its LUMO energy is -12.65 eV.

Last column: Löwdin charge in e.
Element x y z (Å)
Pb (-0.5836, -0.0739, -2.0150)  1.334
O (-0.8309, -3.6861, -6.6714)  0.041
O (3.1088, 0.3951, -2.9501)  0.196
O (-4.3121, -0.7331, -2.0480)  0.192
O (0.4764, -3.6296, -1.1344)  0.203
O (-0.4412, 4.3031, -4.2426)  0.017
N (0.7106, -1.1396, 2.2078)  -0.186
C (-0.2813, 1.2067, -0.2010)  -0.264
C (0.5535, 0.8930, 0.9150)  -0.230
C (-0.4098, 4.2284, -3.0522)  0.073
C (2.1135, 0.2544, -2.4212)  0.007
C (-0.7518, -1.3055, 2.1555)  0.032
C (0.5982, 1.7397, 2.0887)  0.010
C (-0.9687, 2.4205, -0.1956)  -0.116
C (1.2631, -0.4286, 0.9903)  -0.112
C (-0.8901, 3.2321, 0.9434)  -0.012
C (1.3836, -2.4275, 2.4469)  0.033
C (-0.8992, -2.5959, -6.3321)  -0.010
C (-3.2142, -0.5308, -1.7745)  0.024
C (-0.1508, 2.9018, 2.0621)  -0.013
C (0.1265, -2.5454, -1.2989)  0.013
H (-0.5771, -0.6479, -3.7515)  0.066
H (2.3358, -0.4025, 1.1831)  0.157
H (1.3433, 1.7596, 2.9233)  0.165
H (0.9198, -0.5290, 3.0337)  0.197
H (-1.2640, -0.3548, 2.2204)  0.108
H (2.4216, -2.2642, 2.6835)  0.122
H (-1.6216, 2.7772, -1.0294)  0.105
H (-0.1998, 3.6111, 2.9348)  0.167
H (1.0007, -2.8495, 3.3622)  0.124
H (1.3151, -3.0871, 1.5788)  0.113
H (1.2755, -1.0146, 0.0511)  0.060
H (-0.9937, -1.7922, 1.1976)  0.106
H (-1.0034, -1.7783, 3.1040)  0.133
H (-1.5528, 4.0937, 1.0360)  0.147

***

# 6
The ion C10H12N2Si with charge +2 in a non-equilibrium geometry, computed with ωB97M-V/def2-TZVPD.

As for the charge: +2. The energy above the lowest of the compared OMol25 structures with the same formula, charge and spin comes out at 0.795 eV. The HOMO energy is -0.6416 hartree. The orbital gap comes out at 9.430 eV. Its multiplicity is 1. As for the structure (SMILES): c1cc[n+]([SiH2][n+]2ccccc2)cc1. Its LUMO energy is -8.03 eV.

Last column: natural (NBO) charge in e.
Element x y z (Å)
Si (-0.0173, -1.5861, 0.4108)  1.458
N (-1.4950, -0.6212, -0.0285)  -0.635
N (1.3372, -0.2044, 0.3834)  -0.659
C (-1.5853, 0.0527, -1.1774)  0.076
C (1.9321, 0.0388, -1.2061)  0.078
C (3.3327, 0.8379, 1.1164)  -0.243
C (3.2129, 0.3501, -1.2385)  -0.229
C (2.1382, 0.1341, 1.3862)  0.156
C (-3.6990, 0.0802, 0.6103)  -0.179
C (-2.8816, 0.6158, -1.5350)  -0.166
C (3.9465, 0.8448, -0.1186)  -0.057
C (-3.9028, 0.7249, -0.5955)  -0.098
C (-2.4751, -0.6130, 0.8542)  0.062
H (-4.9412, 1.0771, -0.8025)  0.287
H (0.6196, -2.3952, -0.6662)  -0.092
H (1.9724, -0.0898, 2.4824)  0.264
H (-0.6934, 0.0841, -1.8080)  0.233
H (3.6160, 0.3407, -2.2897)  0.287
H (-4.5209, 0.0586, 1.3531)  0.281
H (1.3988, -0.2787, -1.9862)  0.211
H (-2.3982, -1.2601, 1.7746)  0.256
H (3.7411, 1.3452, 2.0034)  0.271
H (4.8298, 1.4756, -0.2972)  0.280
H (0.0305, -2.0858, 1.7368)  -0.111
H (-3.0021, 1.0132, -2.5178)  0.269